Record 1
# C16H31NP2PbSe

A molecular structure, C16H31NP2PbSe in a non-equilibrium geometry (ωB97M-V with the def2-TZVPD basis set, the Open Molecules 2025 dataset).

Cartesian coordinates (Å):
1 C -1.1361 -2.6597 -2.3456
2 C -0.0832 -1.7413 0.0131
3 P 0.3786 2.0930 -0.9576
4 H -2.0201 -2.0365 -2.5224
5 C -2.0396 0.3345 -0.7597
6 H -3.7093 -0.9685 -0.6468
7 N 2.0731 1.9544 4.9397
8 H 1.0890 1.8074 -3.1942
9 H -0.9143 -3.2414 -3.2370
10 H -0.9991 4.0560 -1.0359
11 H 2.0821 0.8071 -2.1317
12 C 0.2669 -0.1245 -2.8643
13 H -3.6169 0.3038 0.6374
14 C -1.3885 -2.1599 0.4361
15 H -1.0775 0.2330 1.8776
16 H 0.9654 -0.3806 4.2536
17 H -1.6020 -3.2057 0.1808
18 H 1.2822 0.0209 -0.0897
19 C 1.4593 1.7298 5.9497
20 H -1.6992 2.1192 0.2914
21 H 2.1733 3.6670 -0.6605
22 H -1.5567 2.8506 -2.2093
23 C 1.8486 -0.7599 3.7547
24 H 0.6653 -2.5520 0.2297
25 H 2.0680 -3.2293 -1.4618
26 P 0.2622 -1.6131 -1.8068
27 C -2.4871 -1.4429 1.0649
28 C -0.3807 0.6300 1.1511
29 H 1.6577 -3.0796 -3.1783
30 C 0.5817 -0.4346 0.6547
31 H -0.7910 0.1106 -3.1140
32 H 2.5776 -1.0749 4.5226
33 Pb 2.8204 1.0731 2.9302
34 C -1.1598 1.2284 -0.0815
35 H 0.7380 -0.4662 -3.8180
36 C 1.7766 2.8171 -0.0784
37 C -0.6602 3.3205 -1.7781
38 H 0.1432 1.4235 1.7249
39 H -1.4370 -3.3983 -1.5960
40 H -0.1276 3.8443 -2.5762
41 H 1.2237 -0.7581 1.4737
42 H 2.6044 2.0964 0.0550
43 C -3.0364 -0.4165 0.0456
44 H 1.4747 3.2001 0.9092
45 C 1.7837 -2.5231 -2.2454
46 H -3.2662 -2.2177 1.1745
47 H 2.6115 -1.8235 -2.3871
48 H -2.2845 -1.0281 2.0611
49 Se 0.5635 1.5127 7.4356
50 H 1.5763 -1.6091 3.1215
51 C 1.0517 1.1039 -2.3537
52 H -2.3259 0.6078 -1.7583

Force components x, y, z for each atom (eV/Å):
C 0.0 -0.2 -1.0
C 1.5 0.9 2.8
P -2.7 -1.4 -1.2
H 0.3 0.0 0.1
C 1.5 -1.3 -1.8
H 0.3 0.5 0.4
N -1.0 -0.5 1.6
H 0.2 0.0 0.1
H 0.1 0.2 -0.4
H 0.1 -0.2 -0.2
H -0.1 0.1 0.1
C -0.4 -0.2 -1.2
H -0.7 0.1 0.1
C 1.4 -1.9 0.4
H 0.0 -0.1 0.0
H -0.2 -0.1 0.2
H 0.2 0.4 0.5
H -0.2 -0.3 0.3
C 1.4 0.7 -2.3
H 0.5 0.9 0.2
H -0.2 -0.3 0.1
H 0.4 -0.2 0.3
C 0.4 -0.5 0.3
H -0.4 0.2 -0.3
H -0.1 0.1 0.0
P -1.9 -0.4 -0.7
C -0.9 -0.5 -0.9
C -0.5 0.1 -0.4
H 0.0 0.1 0.1
C -0.2 -1.0 0.1
H 0.8 -0.1 0.4
H -0.4 -0.1 -0.1
Pb -0.2 0.2 0.7
C 1.5 0.9 2.6
H -0.1 0.4 0.4
C 0.3 0.5 0.1
C 0.4 1.0 -0.3
H 0.1 -0.1 -0.3
H 0.4 0.5 0.0
H 0.0 0.1 0.1
H -0.2 0.0 -0.1
H -0.6 0.2 -0.1
C -0.5 0.4 0.4
H 0.0 -0.2 -0.4
C 0.2 0.1 -0.2
H 0.1 0.5 0.4
H 0.0 0.0 0.1
H -0.2 0.0 -0.2
Se -0.1 -0.1 0.1
H 0.2 0.1 0.1
C 0.1 -0.1 -0.4
H -0.5 0.4 -0.3

Calculated values
LUMO level (alpha / beta): -0.8 / -1.6 eV
gap between HOMO and LUMO (alpha / beta): 4.576 / 2.499 eV
highest occupied orbital energy (alpha / beta): -5.356 / -4.088 eV
net charge: 0
ΔE to the lowest compared entry with this formula, charge and spin: 24.4 kcal/mol
DFT total energy: -107747.2008 eV



Record 2
# C38H36F3O2P2Re

A molecular structure, C38H36F3O2P2Re in a non-equilibrium geometry (ωB97M-V with the def2-TZVPD basis set, the Open Molecules 2025 dataset).

Cartesian coordinates (Å):
1 H 4.2240 3.5167 3.5651
2 H 0.1636 -6.9358 1.0031
3 C 1.4728 -1.5662 4.3441
4 H 1.8931 -0.2082 -1.0320
5 C 1.6776 -3.5370 -0.1055
6 C 2.3815 -2.5237 -2.2439
7 H -0.1943 -3.2659 -1.1557
8 C -2.0617 1.4870 2.1144
9 H -1.3325 0.7274 4.0154
10 H 3.0050 -3.4016 -2.4158
11 C 0.4876 -1.5959 3.3635
12 Re -0.4299 -0.7059 -0.0031
13 F -0.3928 0.6195 -2.4845
14 C 3.6856 -1.9454 -0.1922
15 H -3.0133 1.8438 2.5102
16 C 0.8511 -3.7878 5.0144
17 H 3.3794 -4.1446 1.0734
18 C -1.4738 0.3860 2.9885
19 H -1.6904 3.8229 0.8358
20 C 1.8361 -5.6043 1.1269
21 C -6.5640 -0.7665 0.6889
22 H 1.4057 -2.7138 -2.6869
23 C -4.1889 -1.0928 0.7972
24 C -6.3674 0.5376 0.2563
25 H -7.2152 1.1705 0.0312
26 H -3.2337 3.1869 -3.8160
27 H -4.9379 2.0590 -0.2236
28 H -1.0649 -2.7311 2.4265
29 C -2.8195 2.2365 -1.9498
30 C 2.2796 -2.2812 -0.7100
31 H 2.4118 -6.2631 1.7642
32 H -3.3342 -1.7408 0.9631
33 C -5.4747 -1.5849 0.9485
34 H -7.5690 -1.1474 0.8101
35 C -1.8486 -1.3226 -2.7467
36 C 2.1922 2.9506 3.9367
37 H 2.7293 0.2115 1.2782
38 C 2.3849 -4.3924 0.7314
39 H -1.1748 -5.3739 -0.3791
40 C -2.9018 3.3272 -2.7962
41 H 0.9928 -4.6457 5.6585
42 C 1.4006 -1.0841 -0.5826
43 O -1.6780 -1.4687 -1.4771
44 F -1.4783 0.4500 -4.3435
45 H 2.8324 -1.6647 -2.7410
46 H 2.0829 -0.6800 4.4679
47 P -2.3040 0.8941 0.3834
48 H -1.3561 2.3186 2.0741
49 H -1.8175 5.7287 -0.6723
50 C 0.5663 -5.9752 0.7099
51 C -0.1723 -5.1026 -0.0724
52 C 3.4257 2.8316 3.3140
53 H -0.7760 -4.6823 3.9361
54 O -2.6366 -1.8753 -3.4618
55 H 4.5896 1.7528 1.8700
56 H 2.4271 -2.6600 5.9220
57 C -5.0852 1.0425 0.1146
58 H 0.2100 2.1752 4.1295
59 C -2.0285 3.6605 -0.1775
60 C 1.3673 1.0759 2.6772
61 C 0.3810 -3.8977 -0.4785
62 C -0.1443 -3.8138 4.0469
63 H -5.6267 -2.6072 1.2672
64 H -3.1069 1.2563 -2.3151
65 C -2.5439 4.5876 -2.3375
66 H 2.0292 3.7307 4.6684
67 H 4.3891 -2.7226 -0.4868
68 C -0.3136 -2.7262 3.2097
69 H 4.0253 -1.0043 -0.6254
70 H 3.6900 -1.8494 0.8940
71 C -2.1073 4.7506 -1.0319
72 C -3.9916 0.2302 0.4069
73 C -0.8782 -0.2713 -3.4143
74 C 1.6571 -2.6717 5.1620
75 P 0.1267 -0.1870 2.2777
76 H -2.6146 5.4449 -2.9930
77 H -2.1261 -0.4900 3.0247
78 C 2.6015 0.9750 2.0354
79 C 3.6309 1.8404 2.3638
80 C -2.3933 2.3952 -0.6285
81 C 1.1648 2.0698 3.6309
82 F 0.1914 -0.8620 -3.9515

Force components x, y, z for each atom (eV/Å):
H 0.0 0.0 0.0
H -0.1 0.0 0.0
C 0.0 0.1 -0.1
H 0.0 0.0 0.1
C -0.2 0.0 0.2
C 0.1 0.0 0.0
H 0.1 -0.1 0.1
C 0.0 -0.1 -0.1
H 0.0 -0.1 0.0
H 0.0 0.0 0.0
C 0.1 0.0 -0.2
Re 1.2 -2.9 -0.4
F -0.1 -0.1 -0.3
C -0.3 0.1 0.2
H 0.0 0.1 -0.1
C 0.0 -0.1 0.1
H 0.0 0.1 0.0
C 0.2 0.2 -0.1
H 0.0 0.0 0.0
C 0.0 0.0 0.0
C 0.0 0.0 0.0
H 0.0 0.0 0.0
C 0.0 0.1 0.0
C 0.0 0.0 0.0
H 0.0 0.0 0.0
H 0.0 0.0 0.0
H 0.0 0.0 0.0
H -0.1 -0.2 0.0
C -0.1 0.0 0.1
C -0.1 -0.5 -0.6
H 0.0 0.0 0.0
H 0.0 0.0 0.0
C 0.0 -0.1 0.1
H 0.0 0.0 0.0
C 0.1 0.6 -0.7
C 0.0 0.1 0.1
H 0.1 0.0 0.0
C 0.0 0.0 0.0
H 0.0 0.0 -0.1
C 0.0 -0.1 0.0
H 0.0 0.0 0.0
C -1.2 2.1 0.6
O 0.1 -0.1 0.8
F -0.1 -0.1 -0.1
H 0.0 0.0 0.0
H 0.1 -0.1 0.0
P 0.1 1.5 0.4
H 0.0 0.0 0.0
H 0.0 0.0 0.0
C 0.1 0.0 0.2
C -0.2 -0.1 0.1
C 0.0 0.0 0.0
H 0.0 -0.1 0.0
O 0.1 -0.1 0.2
H 0.0 0.0 0.0
H 0.0 0.0 0.0
C 0.1 0.0 0.1
H 0.0 0.0 0.0
C 0.0 -0.1 0.0
C 0.0 -0.1 -0.1
C -0.1 0.2 0.0
C 0.0 0.0 -0.1
H 0.0 0.0 0.0
H 0.0 0.0 0.0
C 0.0 0.0 0.1
H 0.0 0.0 0.0
H 0.0 -0.1 0.0
C 0.1 0.1 0.0
H 0.0 0.0 0.0
H 0.1 0.0 0.0
C 0.0 0.0 0.0
C 0.2 -0.3 -0.2
C 0.1 0.1 0.5
C 0.1 0.0 0.1
P -0.6 -0.2 -0.3
H 0.0 0.0 0.0
H 0.0 0.0 0.0
C -0.2 0.1 0.1
C 0.1 0.0 -0.1
C 0.1 -0.2 -0.2
C 0.0 0.0 -0.1
F 0.0 -0.1 0.0

Calculated values
LUMO level (alpha / beta): -4.8 / -4.4 eV
gap between HOMO and LUMO (alpha / beta): 6.741 / 6.729 eV
highest occupied orbital energy (alpha / beta): -11.517 / -11.113 eV
net charge: +1
ΔE to the lowest compared entry with this formula, charge and spin: 69.7 kcal/mol
2S+1: 2
DFT total energy: -72938.8737 eV



Record 3
# C2H6OS

C2H6OS in the gas phase in a non-equilibrium geometry (ωB97M-V with the def2-TZVPD basis set, the Open Molecules 2025 dataset).

Cartesian coordinates (Å):
1 C -0.9070 -0.6495 -0.0912
2 C 0.2171 0.1485 0.4115
3 H -0.9817 -1.5807 0.4565
4 H 0.3502 2.1802 0.3688
5 S 1.7985 -0.4612 -0.0749
6 H 0.1603 0.4049 1.3990
7 H -0.7602 -0.8595 -1.1031
8 O 0.0251 1.6241 -0.2528
9 H 1.8241 -0.6838 -1.3463
10 H -1.7264 -0.1231 0.2326

Force components x, y, z for each atom (eV/Å):
C 1.0 -1.1 1.7
C 0.2 3.1 -4.8
H 0.3 -0.4 0.0
H 1.7 2.8 3.0
S 1.9 -0.1 2.8
H 0.4 -0.1 2.7
H -0.4 -0.1 -1.7
O -1.6 -5.4 -1.9
H -1.0 0.0 -1.5
H -2.5 1.2 -0.3

Calculated values
SMILES: C[C@H](O)S
LUMO level: 0.9 eV
gap between HOMO and LUMO: 10.247 eV
highest occupied orbital energy: -9.316 eV
net charge: 0
ΔE to the lowest compared entry with this formula, charge and spin: 20.7 kcal/mol
DFT total energy: -15052.5351 eV